A structure of composition C20H31KN8, computed with ωB97M-V/def2-TZVPD.

## Properties
**HOMO**: -5.31 eV
**LUMO level**: -0.214 eV
**Orbital gap**: 5.098 eV
**ΔE to the lowest compared entry with this formula, charge and spin**: 4.3 kcal/mol

Geometry (Å):
K 0.5566 -0.2013 0.2249
C 2.4565 -0.8067 -2.6277
N 1.2033 -0.0836 -2.4718
C 1.4101 1.3539 -2.5766
C 0.1581 -0.5727 -3.3478
C 0.1799 -0.2348 -4.6921
C -0.8250 -0.6256 -5.5631
C -1.8828 -1.3632 -5.0407
C -1.9085 -1.7262 -3.7080
C -0.8763 -1.3803 -2.8004
N -0.8620 -1.6778 -1.4674
C -1.5258 -2.7707 -0.9894
C -1.7853 -3.9585 -1.7182
C -2.4235 -5.0508 -1.1622
C -2.8448 -5.0377 0.1648
C -2.5653 -3.9073 0.9169
C -1.9098 -2.8118 0.3773
N -1.5720 -1.6925 1.2317
C -0.8631 -2.0911 2.4383
C -2.7033 -0.8198 1.5177
H 2.9056 -0.6577 -3.6216
H 2.2797 -1.8739 -2.4941
H 3.1776 -0.4661 -1.8774
H 1.8966 1.6632 -3.5136
H 2.0483 1.6925 -1.7527
H 0.4507 1.8673 -2.5118
H 1.0063 0.3600 -5.0682
H -0.7922 -0.3504 -6.6088
H -2.7085 -1.6576 -5.6785
H -2.7624 -2.2770 -3.3376
H -1.4494 -4.0216 -2.7445
H -2.5859 -5.9296 -1.7759
H -3.3561 -5.8848 0.6020
H -2.8584 -3.8769 1.9618
H -1.5083 -2.5409 3.2083
H -0.3763 -1.2320 2.8957
H -0.0959 -2.8222 2.1821
H -3.4692 -1.3123 2.1372
H -3.1685 -0.5108 0.5820
H -2.3585 0.0703 2.0544
C 0.9616 4.7222 4.0792
N 0.9267 4.4448 2.6466
C -0.1900 5.0882 1.9817
C 1.2351 3.1501 2.2185
N 0.5361 2.4202 1.4475
N 2.4944 2.7647 2.6803
C 3.0692 1.5037 2.7472
N 4.3023 1.5735 3.3931
N 2.5498 0.4566 2.2454
H 1.0975 5.7916 4.2378
H 1.7812 4.1944 4.5578
H 0.0279 4.4177 4.5675
H -0.1791 6.1469 2.2367
H -1.1629 4.6800 2.2865
H -0.0838 4.9953 0.9023
H -0.3737 2.8483 1.3027
H 3.1153 3.5310 2.8784
H 4.3412 2.1616 4.2116
H 4.7544 0.6857 3.5382
H 3.1047 -0.3572 2.4963



A cluster of 2 separate species, C4H9FN3 in total in a non-equilibrium geometry, computed with ωB97M-V/def2-TZVPD.

## Properties
**HOMO**: -11.82 eV
**Total charge**: +1
**LUMO level**: -4.014 eV
**Orbital gap**: 7.811 eV
**ΔE to the lowest compared entry with this formula, charge and spin**: 103.8 kcal/mol

Geometry (Å):
C -0.6215 1.8220 1.1077
C 1.4267 -0.1425 -1.1841
C -0.9853 1.3861 2.4160
C 0.0877 -2.1331 -1.6067
N -0.3295 -0.6012 0.1999
N 0.3238 -0.8582 -0.9034
N -0.3324 2.2840 0.0533
F 1.8453 0.9074 -0.4575
H 2.1589 -0.4152 -1.9009
H -1.8606 2.0220 2.7427
H -0.0478 1.6227 3.0509
H -1.1160 0.2940 2.4363
H 0.6804 -2.9617 -1.3053
H -0.9506 -2.3219 -1.5118
H 0.4576 -1.8263 -2.5696
H -1.0239 -1.3797 0.0990
H 0.2871 2.3017 -0.6666



A cluster of 3 separate species, C5H10O in total, computed with ωB97M-V/def2-TZVPD.

## Properties
**HOMO**: -9.59 eV
**SMILES**: CC1C=C1.[H][H].C=O
**LUMO level**: 0.850 eV
**Orbital gap**: 10.440 eV
**ΔE to the lowest compared entry with this formula, charge and spin**: 105.5 kcal/mol

Geometry (Å):
C -0.6256 0.9319 -1.5811
C -0.3556 -0.5620 -1.6119
C 0.5297 -1.2327 -0.6014
C -0.7377 -1.4704 -0.4782
C -0.4450 0.2585 2.2059
O -0.1211 1.4043 2.0172
H -1.6282 1.1593 -1.9637
H -0.5527 1.3270 -0.5622
H 0.0966 1.4723 -2.2048
H -0.3763 -0.9821 -2.6241
H 1.5446 -1.3749 -0.2599
H 2.7173 0.4642 1.4591
H -1.5464 -1.9686 0.0369
H -1.5051 -0.0611 2.1879
H 0.2967 -0.5375 2.4106
H 2.1212 0.9018 1.5573



The ion C5H6N with charge +1 in a non-equilibrium geometry, computed with ωB97M-V/def2-TZVPD.

## Properties
**HOMO (spin up / spin down)**: -14.32 / -13.49 eV
**Total charge**: +1
**LUMO level (spin up / spin down)**: -5.976 / -7.286 eV
**Orbital gap (spin up / spin down)**: 8.344 / 6.204 eV
**ΔE to the lowest compared entry with this formula, charge and spin**: 133.2 kcal/mol

Geometry (Å):
C -1.7100 -0.7268 -1.0663
C -2.5022 -0.0157 -0.2597
C -1.1234 -0.0918 0.0872
C 1.1861 0.0074 0.8609
C 1.9405 0.5917 -0.1855
N -0.1962 0.1739 0.8691
H -1.5907 -1.3440 -1.9271
H -3.4640 0.3693 -0.0126
H 1.4385 -1.0691 0.9455
H 1.5620 0.3583 1.8418
H 2.9798 0.8426 -0.0435
H 1.4796 0.9042 -1.1097



A structure of composition C18H12N5O3SZn in a non-equilibrium geometry, computed with ωB97M-V/def2-TZVPD.

## Properties
**HOMO (spin up / spin down)**: 0.12 / -1.46 eV
**<S²>**: 0.770
**Total charge**: -2
**Multiplicity**: 2
**LUMO level (spin up / spin down)**: 4.826 / 4.822 eV
**Orbital gap (spin up / spin down)**: 4.701 / 6.277 eV

Geometry (Å):
Zn -0.1579 -0.7942 -0.0798
O -1.2358 -3.4658 -3.1327
C -0.8921 -2.6020 -2.3354
N -0.1861 -2.6586 -1.2020
C 0.6068 -3.6381 -0.6507
O 0.5682 -4.8348 -0.9817
C 1.4973 -3.0666 0.4347
C 2.6538 -3.7366 0.8407
C 3.4704 -3.2797 1.9400
C 3.0601 -2.0748 2.5516
C 2.0069 -1.3778 2.0139
N 1.2917 -1.8096 0.9147
C -1.3090 -1.1954 -2.7731
C -2.0629 -0.9925 -3.9640
C -2.1031 0.2418 -4.4991
C -1.5233 1.3365 -3.7914
C -0.8650 1.1167 -2.5842
N -0.8092 -0.1401 -2.1083
H 2.9309 -4.6615 0.2990
H 4.4253 -3.7155 2.1892
H 3.6158 -1.6426 3.3910
H 1.8014 -0.3795 2.4692
H -2.4096 -1.8925 -4.4505
H -2.6271 0.4476 -5.4324
H -1.5531 2.3500 -4.0718
H -0.3532 1.8651 -1.9372
O 0.5727 2.4770 -0.1720
N 0.1202 2.9399 0.9292
C 0.4493 2.2800 2.0892
C -0.2463 2.6069 3.2401
C -1.1284 3.6762 3.3350
C -1.1632 4.4739 2.1940
C -0.5038 4.1685 0.9848
S -0.6445 5.1765 -0.3885
H 1.1439 1.4584 1.9536
H -0.1974 1.9607 4.1393
H -1.8331 3.8586 4.1944
H -1.8134 5.2890 2.1446
N -2.7793 0.2539 1.4627
C -1.8178 -0.0189 0.8441



A cluster of 2 separate species, ClHNO3P in total in a non-equilibrium geometry, computed with ωB97M-V/def2-TZVPD.

## Properties
**HOMO**: -11.38 eV
**SMILES**: O=[NH+][O-].O=PCl
**LUMO level**: -1.821 eV
**Orbital gap**: 9.555 eV
**ΔE to the lowest compared entry with this formula, charge and spin**: 24.8 kcal/mol

Geometry (Å):
N 0.9522 0.3482 0.6178
O -1.4138 -0.1206 -0.4722
O 2.1391 0.4207 0.5011
O 0.3035 0.9184 1.4836
P -2.3642 0.9015 -0.1183
Cl -4.1940 -0.2378 -0.0527
H 0.2119 -0.1439 0.0021